{"formula": "C49H73N16O6", "method": "ωB97M-V/def2-TZVPD", "symbols": ["C", "C", "H", "C", "C", "H", "H", "C", "H", "H", "H", "H", "C", "H", "H", "H", "H", "N", "C", "H", "C", "H", "O", "C", "H", "C", "C", "C", "H", "H", "H", "C", "O", "C", "C", "H", "C", "H", "H", "H", "H", "C", "H", "N", "C", "C", "N", "H", "H", "C", "H", "O", "H", "H", "O", "H", "H", "C", "H", "O", "H", "H", "C", "C", "C", "H", "C", "C", "C", "C", "N", "N", "H", "H", "H", "C", "C", "H", "H", "H", "H", "H", "H", "N", "N", "C", "H", "H", "C", "H", "C", "N", "C", "H", "H", "H", "C", "H", "C", "H", "C", "H", "C", "C", "C", "H", "H", "N", "H", "N", "N", "H", "H", "H", "C", "H", "H", "H", "H", "C", "N", "C", "H", "N", "C", "H", "C", "H", "H", "N", "H", "N", "H", "H", "H", "C", "C", "C", "H", "N", "C", "H", "O", "H"], "xyz": [[-8.349, 2.765, -7.476], [4.651, 3.703, 7.870], [7.183, 5.709, 3.901], [1.093, -0.622, -0.687], [-0.123, 0.010, -1.510], [2.407, 0.975, 2.267], [3.690, 4.067, 7.499], [-1.050, 3.528, 1.439], [-2.109, -1.210, -1.577], [0.945, -5.821, 1.385], [2.599, -8.563, 2.983], [0.988, 2.736, 1.970], [-7.202, 2.350, -8.289], [-3.300, 0.504, -0.923], [-4.327, 0.782, -5.223], [-2.463, -7.360, 2.106], [-3.405, -7.979, 0.754], [2.929, 1.009, -0.141], [-3.980, 2.390, 0.029], [-0.288, 0.912, 2.763], [-2.336, 1.860, -4.319], [5.724, 5.999, 4.838], [-0.966, -0.740, -4.678], [1.547, 0.621, 0.243], [-0.065, -3.741, -6.688], [-1.561, -3.940, 6.295], [-0.328, -1.164, -8.550], [0.980, -4.735, 0.989], [-4.118, 4.011, -1.542], [-1.203, -2.879, -5.658], [0.910, 3.764, 0.430], [-8.162, 3.095, -4.054], [0.102, -1.027, 3.281], [-1.223, -2.673, 5.640], [0.334, 1.650, 0.085], [3.504, 0.156, -0.180], [5.955, -10.006, 4.275], [4.707, 2.637, 7.637], [-4.199, 3.956, 3.022], [1.585, -2.002, -8.152], [2.241, 6.934, -1.007], [6.680, -10.325, 5.508], [4.637, 3.798, 8.958], [2.254, -4.364, 0.472], [2.124, -3.033, -0.009], [-1.099, -3.733, -6.333], [2.296, 10.094, -1.403], [-4.703, -0.435, -3.905], [-3.666, 3.729, 4.812], [1.058, -1.446, -8.932], [1.621, -0.527, -9.111], [-1.523, 4.428, 0.691], [2.458, -0.805, 1.841], [-3.452, -0.894, -5.241], [-1.156, 5.141, 3.571], [-5.724, 3.476, -0.836], [-0.666, -1.927, -2.450], [3.926, -1.617, 4.558], [-4.959, 2.370, -2.084], [-1.720, 1.970, -1.146], [1.110, -2.042, -9.847], [-2.334, 0.879, 0.587], [-1.632, -0.360, -3.683], [0.373, 2.932, 1.030], [3.018, 1.787, -1.412], [2.774, -2.281, 6.219], [3.292, -7.721, 3.043], [0.441, 0.017, 2.638], [-2.035, 4.271, 3.367], [2.800, -2.361, 5.129], [6.650, 5.024, 6.817], [-3.269, -4.821, 0.359], [3.795, 1.243, -2.079], [3.966, 3.679, -2.092], [-2.395, 1.849, -5.475], [-0.323, -3.959, 1.112], [-4.707, 3.085, -1.223], [2.970, 3.964, -0.578], [-1.346, -1.825, 6.317], [5.066, 4.029, 0.506], [0.432, 0.452, -2.430], [6.625, -11.390, 5.742], [7.737, -10.062, 5.432], [-1.828, -4.935, 6.809], [-1.728, -5.980, -5.147], [2.289, 9.057, -0.903], [1.972, -0.799, -1.416], [-1.322, 2.212, -3.933], [-3.351, -7.178, 1.495], [2.853, -3.425, 4.884], [-3.858, -0.044, -4.581], [5.385, -9.756, 3.306], [5.394, 5.751, 2.753], [6.073, 4.385, 4.235], [-3.698, 3.213, 0.768], [2.061, 1.846, -2.030], [-3.305, -5.858, 0.859], [4.261, -8.121, 3.359], [0.938, -2.083, -0.039], [-8.725, 3.135, -4.994], [-2.804, 1.379, -0.349], [5.998, 3.222, -0.852], [5.043, 3.132, -0.224], [-1.451, -4.992, -5.669], [1.785, 0.122, 1.785], [3.177, 7.576, 0.339], [1.418, 7.613, 0.392], [-1.419, -0.940, -8.251], [-7.822, 4.111, -3.835], [-6.156, 1.421, -4.210], [-2.788, 0.564, -3.706], [-8.864, 2.811, -3.266], [-1.856, -2.488, 4.769], [-7.054, 1.268, -8.251], [2.281, 7.737, -0.267], [-0.187, -2.664, 5.294], [-6.276, 2.816, -7.944], [-1.737, -3.541, -7.198], [-4.790, 1.755, 0.561], [3.681, 3.217, -1.066], [2.427, -5.875, 4.686], [-1.209, -0.930, -2.220], [1.842, -1.991, 4.755], [4.821, 5.989, 1.782], [-0.411, -2.521, 0.573], [-4.221, -7.279, 2.148], [2.808, -6.687, 3.963], [-3.870, 5.468, 4.093], [-3.106, 2.657, -3.990], [-9.250, 3.091, -6.838], [-7.333, 2.624, -9.338], [-0.579, 1.299, -0.840], [3.417, -7.330, 2.030], [-1.316, -1.833, 0.582], [6.272, -9.783, 6.365], [-3.556, 4.393, 3.877], [-7.040, 2.159, -4.140], [5.770, 4.443, 7.280], [-1.235, -4.441, 1.598], [4.809, -1.029, 4.108], [6.126, 5.448, 3.986], [3.101, -2.608, -0.463], [-1.733, 3.052, 2.617], [5.159, 2.199, 0.423]], "forces_ev_per_a": [[-0.1, 0.0, -0.1], [-0.2, -0.2, 0.1], [-0.2, 0.0, -0.1], [0.2, -1.0, -0.2], [0.7, -0.5, -3.6], [-1.0, -1.3, -0.7], [0.2, 0.1, -0.1], [-1.0, 2.7, -3.1], [1.1, 0.6, -0.9], [0.0, 2.0, -0.7], [0.0, 0.1, 0.2], [-0.8, 0.0, -1.5], [0.3, -0.1, -0.2], [1.0, 1.6, 0.5], [0.9, -1.5, 1.0], [0.0, 0.2, -0.1], [0.0, 0.3, -0.1], [-1.7, 1.0, -0.7], [-0.7, 0.0, -0.2], [1.3, -0.9, -0.5], [-0.9, 1.4, -0.4], [0.0, 0.0, -0.3], [-2.3, 1.5, 3.5], [0.3, -2.6, 0.8], [-0.1, -0.2, 0.1], [0.0, -0.1, 0.1], [-0.3, 0.1, 0.0], [-0.6, 0.1, 0.3], [-0.7, -1.5, 0.1], [0.0, -0.2, 0.0], [-1.0, -1.3, 0.9], [-0.3, 0.2, 0.2], [1.5, 4.0, -2.5], [0.1, 0.2, -0.1], [0.0, 0.7, 0.2], [-0.6, 0.6, 0.1], [0.0, 0.0, -0.1], [0.2, 0.2, -0.1], [0.9, 0.7, 1.5], [-0.2, 0.1, 0.0], [0.0, 0.2, -0.1], [0.2, -0.1, 0.3], [0.2, 0.1, -0.1], [-5.3, 3.7, 0.1], [-0.3, 0.7, -0.3], [0.0, 0.2, -0.1], [0.0, -0.5, 0.2], [1.4, 0.5, -1.2], [0.1, 1.0, -1.5], [0.3, -0.1, -0.1], [-0.2, 0.0, 0.1], [1.6, -3.9, 3.7], [-1.4, 1.2, -0.2], [-0.5, 1.4, 0.9], [-3.4, -4.1, -1.1], [1.6, -0.6, -0.6], [-0.7, 1.7, 0.5], [0.0, 0.0, 0.0], [0.7, 1.0, 1.2], [0.4, -0.4, 0.7], [-0.2, 0.1, 0.1], [-0.7, 1.1, -1.3], [1.5, -1.1, -1.1], [-0.5, -0.1, -0.3], [2.2, 0.3, -0.3], [0.2, 0.1, -0.1], [0.0, 0.0, -0.1], [-0.6, -3.4, 1.9], [1.0, 3.6, 1.8], [-0.2, -0.2, 0.2], [-0.4, -0.3, 0.4], [-0.1, -0.4, 0.3], [-1.3, 0.9, 0.9], [-0.6, -0.6, 1.6], [0.6, -0.2, 1.8], [1.8, 2.1, -1.3], [-0.5, 0.3, 0.7], [0.7, -1.2, -0.5], [-0.1, -0.2, 0.1], [0.0, -1.5, -1.3], [-0.9, -0.7, 1.3], [-0.1, 0.1, -0.2], [-0.2, 0.0, -0.2], [0.1, 0.4, -0.3], [0.1, 0.4, -0.2], [0.0, 0.1, -0.1], [-1.6, 0.6, 0.9], [-1.3, -0.7, -0.6], [0.0, -0.3, 0.1], [0.1, 0.1, 0.0], [-1.0, -0.7, -0.2], [0.6, -0.5, 0.5], [0.0, 0.0, -0.1], [-0.1, 0.1, -0.2], [0.0, -1.3, -1.1], [1.0, 0.0, 1.0], [-0.1, 0.0, -0.1], [-0.5, 0.3, 0.0], [-1.7, -1.7, 1.5], [0.3, -0.1, 0.4], [-2.2, -1.5, 1.2], [-1.6, -0.2, 0.6], [0.3, 0.6, 0.8], [0.0, -0.1, 0.0], [-0.7, 1.6, 0.7], [0.0, 0.1, -0.1], [0.0, 0.2, -0.1], [0.6, -0.1, -0.2], [0.2, -0.2, 0.0], [-1.1, 0.8, 0.2], [1.6, -0.7, -1.1], [0.2, -0.2, 0.0], [0.0, -0.2, 0.1], [-0.2, 0.1, 0.1], [0.0, -0.3, 0.2], [-0.2, -0.2, 0.1], [-0.2, 0.0, 0.1], [0.0, -0.2, 0.2], [1.5, 0.7, -0.8], [0.6, 0.2, -1.4], [0.2, -0.2, -0.3], [0.1, -0.7, -0.4], [0.3, 0.1, -0.1], [0.1, -0.1, 0.5], [4.4, -3.0, -0.3], [0.1, 0.2, -0.1], [-0.1, 0.1, 0.0], [0.9, -1.5, -0.3], [1.2, -1.2, -0.4], [0.4, -0.2, -0.7], [-0.2, 0.1, 0.2], [3.5, -0.7, 3.0], [-0.1, 0.2, 0.2], [1.3, -1.3, 0.1], [-0.1, 0.0, -0.2], [0.6, -1.2, -0.9], [-0.1, 0.0, 0.0], [0.1, 0.0, 0.1], [1.7, 0.7, -0.9], [-0.4, -0.2, 0.1], [0.0, 0.0, 0.0], [-1.7, -0.8, 0.7], [1.3, 2.5, -1.4], [-0.4, 1.1, -1.0]], "mulliken_charge": [0.46, -0.81, 0.30, 0.87, -1.15, 0.53, 0.26, 0.11, 0.40, 0.32, 0.29, 0.28, -0.81, 0.36, 0.33, 0.28, 0.30, 0.11, -0.22, 0.12, -0.97, 0.28, -0.58, 0.90, 0.19, 0.14, 0.45, -0.32, 0.27, -0.10, 0.12, -0.85, -0.32, -0.02, -0.68, 0.37, 0.41, 0.26, 0.16, 0.25, 0.16, -0.78, 0.30, -0.47, -0.29, -0.17, -0.35, 0.24, 0.30, -0.88, 0.31, -0.52, 0.48, 0.24, -0.48, 0.43, 0.45, 0.29, -0.08, -0.12, 0.32, 0.15, -0.69, -0.07, -0.18, 0.38, -0.69, -0.08, 0.76, 0.25, -0.42, -0.38, 0.40, 0.45, 0.40, -0.81, -0.83, -0.31, 0.34, -0.15, 0.34, 0.27, 0.27, -0.37, -0.38, 0.17, 0.68, 0.24, -0.89, 0.04, -0.84, -0.46, 0.42, 0.27, -0.25, -0.11, 0.49, 0.24, 0.03, 0.25, 0.13, 0.30, -0.59, 0.15, -1.40, 0.17, 0.26, -0.42, 0.26, -0.30, 0.77, 0.29, 0.20, 0.27, -0.40, -0.26, 0.25, 0.33, 0.42, 0.06, -0.46, -0.61, -0.42, -0.48, -0.04, 0.30, 0.37, 0.33, 0.25, -0.52, 0.32, 0.62, 0.25, 0.38, 0.27, -0.80, 0.34, 0.44, 0.40, -0.48, -0.85, 0.19, -0.18, 0.28], "e_homo_ha": -0.422, "energy_ev": -88102.4719, "largest_force_ev_per_a": 6.454, "charge": 1, "orbital_gap_ev": 7.30}